Computed, not measured: a cluster of 8 separate species, C17H32N8OPS in total at a distorted geometry, with ωB97M-V/def2-TZVPD.

```
60
Properties=species:S:1:pos:R:3:forces:R:3:lowdin_charge:R:1
C -2.681 0.382 0.933 -0.12 0.87 -0.04 -0.140
C -3.091 1.582 0.055 1.01 0.00 0.93 -0.515
S -1.825 2.038 -1.189 -0.39 0.18 -0.49 0.906
C -0.938 3.516 -0.586 -0.23 -0.99 -0.44 -0.450
N -1.832 4.519 0.115 -0.02 0.25 0.05 -0.108
P -1.697 4.504 1.912 0.21 -0.49 2.13 0.769
O -0.431 3.962 2.398 0.32 0.22 -0.55 -0.352
H -1.909 -0.211 0.465 -0.12 -0.37 -0.19 0.041
H -3.568 -0.193 1.154 0.00 -0.40 0.05 0.071
H -2.278 0.757 1.868 0.13 -0.07 0.22 0.069
H -3.215 2.442 0.716 -0.28 0.09 -0.05 0.009
H -4.044 1.427 -0.424 0.00 -0.04 -0.59 0.066
H -0.063 3.262 -0.001 -0.16 0.23 0.64 0.080
H -0.586 4.000 -1.486 0.03 0.10 -0.23 0.084
H -1.576 5.451 -0.220 -0.10 0.07 0.03 0.154
H -2.806 4.348 -0.164 0.05 -0.01 -0.18 0.137
H -1.982 5.835 2.289 -0.11 -0.09 -0.56 0.047
H -2.769 3.719 2.388 -0.26 0.35 -0.69 0.049
C 0.407 5.680 5.612 -0.09 0.02 0.04 -0.058
C -0.873 6.177 6.114 0.91 -0.33 -0.33 -0.264
N -1.880 6.565 6.482 -0.78 0.25 0.19 0.148
H 0.959 5.185 6.408 -0.02 0.00 0.02 0.090
H 0.229 4.966 4.809 0.07 -0.03 0.00 0.054
H 1.002 6.507 5.231 0.01 0.01 0.01 0.087
C -3.883 9.170 6.030 -0.25 0.06 0.05 -0.094
C -5.240 9.672 6.247 0.96 -0.31 -0.18 -0.289
N -6.299 10.063 6.411 -0.83 0.28 0.11 0.126
H -3.826 8.120 6.303 0.06 0.00 0.03 0.036
H -3.614 9.283 4.981 0.01 0.02 -0.01 0.073
H -3.179 9.732 6.640 0.02 -0.02 0.01 0.082
C 0.455 -2.156 -0.886 -0.54 -0.09 0.22 -0.087
C -0.440 -2.873 0.025 0.56 0.56 -0.66 -0.291
N -1.144 -3.421 0.737 -0.60 -0.38 0.55 0.123
H 0.773 -1.223 -0.428 0.10 -0.01 -0.02 0.077
H 1.325 -2.756 -1.100 0.13 -0.06 0.07 0.031
H -0.069 -1.939 -1.816 -0.02 0.01 0.01 0.082
C 3.039 -3.513 -4.036 0.02 0.08 0.13 -0.048
C 3.184 -2.637 -2.874 0.05 -0.58 -0.88 -0.271
N 3.295 -1.957 -1.964 0.18 0.54 0.58 0.137
H 2.084 -3.325 -4.524 0.00 -0.01 -0.01 0.085
H 3.844 -3.325 -4.743 0.02 -0.02 0.00 0.089
H 3.079 -4.554 -3.721 0.02 -0.02 -0.04 0.071
C 4.621 -7.606 -2.160 -0.03 -0.02 -0.16 -0.065
C 4.480 -7.558 -3.615 0.15 -0.01 1.03 -0.296
N 4.377 -7.511 -4.750 -0.12 0.06 -0.93 0.131
H 4.804 -6.605 -1.775 0.04 0.00 0.01 0.080
H 3.711 -8.003 -1.715 0.00 -0.01 0.01 0.081
H 5.460 -8.246 -1.896 0.03 0.02 0.00 0.083
C 7.815 -8.449 -6.115 0.03 0.11 0.09 -0.070
C 7.938 -7.594 -4.936 -0.15 -0.57 -0.78 -0.297
N 8.014 -6.928 -4.013 0.05 0.49 0.74 0.124
H 6.868 -8.250 -6.611 -0.03 0.00 0.03 0.075
H 8.633 -8.246 -6.804 0.01 -0.01 -0.01 0.081
H 7.850 -9.495 -5.816 0.00 -0.01 -0.01 0.082
C -5.447 -2.651 -0.793 0.15 0.05 -0.04 -0.051
C -4.375 -1.847 -1.379 -0.74 -0.62 0.36 -0.267
N -3.539 -1.227 -1.846 0.67 0.66 -0.26 0.150
H -5.017 -3.423 -0.157 0.02 0.00 0.01 0.089
H -6.100 -2.018 -0.196 -0.02 -0.01 0.00 0.082
H -6.028 -3.120 -1.583 -0.01 0.00 -0.01 0.088
```
Positions in Å, forces in eV/Å.

## Properties
Net charge ... +1
Kohn-Sham gap ... 9.03 eV

Computed, not measured: a cluster of 2 separate species, CH6NOS in total at a distorted geometry, with ωB97M-V/def2-TZVPD.

```
10
Properties=species:S:1:pos:R:3:forces:R:3:lowdin_charge:R:1
N -2.190 -0.808 -1.011 -0.18 -0.16 0.29 -0.033
C -1.028 -1.031 -0.122 -0.15 0.12 0.44 -0.539
O 0.174 -0.719 -0.657 0.87 0.25 -0.23 -0.335
H -2.068 -1.409 -1.817 0.07 0.14 -0.17 0.031
H -2.149 0.150 -1.338 0.11 0.01 -0.13 0.039
H -1.236 -0.447 0.799 0.02 -0.03 -0.08 0.083
H -1.100 -2.101 0.164 0.01 0.06 -0.02 0.083
S 1.563 1.153 0.944 0.58 0.66 0.62 0.195
H 1.773 2.088 0.010 -0.02 0.02 -0.04 -0.320
H 0.909 0.140 0.010 -1.31 -1.07 -0.68 -0.203
```
Positions in Å, forces in eV/Å.

## Properties
Net charge ... -1
Kohn-Sham gap ... 7.79 eV
ΔE to the lowest compared entry with this formula, charge and spin ... 73.1 kJ/mol

Computed, not measured: an isolated molecule of C4H5NOS at a distorted geometry, with ωB97M-V/def2-TZVPD.

```
12
Properties=species:S:1:pos:R:3:forces:R:3:lowdin_charge:R:1
C 0.247 1.841 0.011 1.45 0.59 0.61 -0.232
C 1.440 1.252 0.002 0.50 -2.39 -1.77 -0.180
C -0.633 -0.183 -0.116 1.33 1.87 0.93 -0.467
C -1.392 -1.444 -0.069 2.53 0.50 -0.46 -0.054
N -0.896 1.082 0.032 -1.32 -3.36 -0.53 0.068
O 1.816 -1.294 0.811 -1.23 0.18 -1.25 -0.537
S 1.150 -0.537 -0.333 1.33 1.61 1.52 0.965
H 0.058 2.865 0.159 0.13 1.31 -0.08 0.093
H 2.502 1.407 -0.214 -0.65 1.09 0.60 0.080
H -0.499 -2.164 0.042 -2.14 0.17 0.34 0.087
H -1.741 -1.507 -1.089 -1.04 -0.72 -0.03 0.090
H -2.053 -1.318 0.762 -0.91 -0.84 0.12 0.087
```
Positions in Å, forces in eV/Å.

## Properties
Net charge ... 0
Kohn-Sham gap ... 8.66 eV
ΔE to the lowest compared entry with this formula, charge and spin ... 306.5 kJ/mol